#w
15
Properties=species:S:1:pos:R:3:mulliken_spin:R:1 method="wB97M-V/def2-TZVPD" e_lumo_ha="0.160 / 0.155" gap_ev="3.211 / 7.451" multiplicity=2 charge=-1
C -1.010 -1.898 -0.564 -0.061
C -0.975 0.319 0.580 0.001
C -0.333 -0.610 -0.210 0.142
C 0.971 -0.279 -0.660 0.386
C 1.631 0.905 -0.246 0.061
C 0.959 1.786 0.585 -0.039
C -0.393 1.545 0.969 0.448
H -0.497 -2.775 -0.154 0.026
H -1.086 -2.132 -1.640 0.004
H -2.017 -1.921 -0.149 0.015
H -1.979 0.001 0.863 0.010
H 1.528 -0.859 -1.403 0.044
H 2.661 1.071 -0.537 -0.031
H 1.510 2.645 0.959 -0.024
H -0.971 2.201 1.606 0.018


#x
15
Properties=species:S:1:pos:R:3:mulliken_spin:R:1 method="wB97M-V/def2-TZVPD" e_lumo_ha="0.160 / 0.156" gap_ev="3.731 / 7.120" multiplicity=2 charge=-1
C 1.888 -0.166 1.006 -0.047
C 0.664 0.087 0.264 0.414
C -0.439 0.606 0.989 0.249
C -1.638 0.788 0.325 0.047
C -1.777 0.326 -1.047 0.141
C -0.811 -0.675 -1.478 0.584
C 0.527 -0.507 -1.016 -0.117
H 2.882 -0.521 0.545 -0.020
H 1.625 -0.950 1.789 -0.021
H 2.280 0.719 1.418 0.012
H -0.280 0.476 2.105 -0.030
H -2.586 1.197 0.686 0.041
H -2.542 0.630 -1.714 -0.129
H -1.153 -1.382 -2.254 -0.019
H 1.361 -0.628 -1.618 -0.105


Most favorable first, least favorable last: #w, #x


#w
36
Properties=species:S:1:pos:R:3:mulliken_charge:R:1 method="wB97M-V/def2-TZVPD" e_lumo_ha=-0.034 gap_ev=5.915 multiplicity=1 charge=0
Na 14.922 -28.156 7.523 0.836
B 15.073 -25.760 4.268 0.303
H 14.150 -26.315 4.204 -0.274
H 14.820 -24.732 4.059 -0.217
H 15.634 -25.865 5.184 -0.462
H 15.542 -26.180 3.392 -0.211
C 19.929 -27.102 9.301 -0.650
O 18.717 -26.638 8.638 -0.470
H 20.873 -26.895 8.797 0.302
H 20.101 -26.609 10.258 0.286
H 20.077 -28.163 9.502 0.246
H 18.656 -25.680 8.631 0.283
C 16.515 -30.074 3.977 -0.621
O 15.268 -30.471 4.628 -0.482
H 16.425 -29.885 2.907 0.264
H 17.112 -29.346 4.526 0.232
H 17.210 -30.906 3.862 0.316
H 15.255 -31.430 4.681 0.294
C 15.224 -30.949 11.128 -0.574
O 16.034 -30.111 10.356 -0.479
H 15.548 -30.987 12.168 0.232
H 14.205 -30.603 11.301 0.221
H 15.120 -31.872 10.558 0.281
H 16.588 -30.713 9.854 0.322
C 13.244 -23.972 7.921 -0.699
O 13.603 -25.012 8.761 -0.461
H 12.568 -24.287 7.126 0.279
H 12.742 -23.166 8.457 0.311
H 13.979 -23.413 7.342 0.278
H 12.762 -25.186 9.190 0.299
C 10.460 -29.644 6.763 -0.592
O 11.361 -28.938 7.621 -0.455
H 9.486 -29.178 6.611 0.267
H 10.917 -29.917 5.812 0.237
H 10.156 -30.602 7.184 0.279
H 10.813 -28.433 8.226 0.277


#x
36
Properties=species:S:1:pos:R:3:mulliken_charge:R:1 method="wB97M-V/def2-TZVPD" e_lumo_ha=-0.047 gap_ev=7.473 multiplicity=1 charge=0
Na 2.752 0.315 -1.698 0.945
B 0.441 0.534 -0.537 0.612
H 0.284 -0.135 -1.369 -0.123
H 1.295 0.253 0.059 -0.253
H 0.629 1.470 -1.042 -0.131
H -0.432 0.612 0.092 -0.116
C 2.641 -3.158 -1.399 -0.646
O 2.697 -2.051 -0.528 -0.464
H 1.601 -3.309 -1.689 0.302
H 3.308 -3.020 -2.250 0.240
H 2.977 -4.073 -0.912 0.284
H 1.998 -2.174 0.118 0.293
C -0.001 -1.778 2.301 -0.050
O -1.284 -2.351 2.328 -0.561
H 0.822 -2.368 2.705 0.356
H 0.313 -1.694 1.260 -0.297
H 0.058 -0.851 2.872 0.169
H -1.800 -1.709 2.821 0.330
C 0.203 2.094 2.453 -0.546
O 1.297 1.322 2.220 -0.627
H -0.620 1.388 2.569 0.199
H 0.461 2.629 3.366 0.258
H 0.012 2.834 1.677 0.153
H 1.136 0.949 1.350 0.182
C -0.981 3.833 -2.285 -0.717
O -1.269 2.407 -1.952 -0.547
H -1.864 4.473 -2.289 0.254
H -0.364 4.184 -1.458 0.266
H -0.498 3.933 -3.257 0.231
H -0.447 2.112 -1.554 0.158
C -2.804 -1.337 -0.594 -0.353
O -2.284 -0.239 -1.258 -0.482
H -2.731 -2.323 -1.053 0.240
H -2.319 -1.392 0.380 -0.021
H -3.870 -1.167 -0.440 0.270
H -1.358 -0.216 -1.008 0.192


Most favorable first, least favorable last: #x, #w


#w
22
Properties=species:S:1:pos:R:3:mulliken_charge:R:1 method="wB97M-V/def2-TZVPD" e_lumo_ha=-0.171 gap_ev=8.412 multiplicity=1 charge=+1
C -1.020 0.185 -0.839 -0.438
C 0.658 0.360 -0.318 0.384
C 0.680 1.538 1.757 -1.435
C 0.145 -0.935 1.909 -1.560
C -0.554 -1.145 -1.153 -0.192
C 0.878 0.155 1.143 0.781
N -1.308 0.969 -1.914 -0.471
N -0.187 -1.579 -2.304 -0.332
O 1.310 0.769 -1.238 -0.475
H -1.641 0.326 -0.004 0.476
H 1.129 2.288 1.165 0.460
H 1.131 1.412 2.751 0.402
H -0.349 1.789 2.016 0.354
H 0.275 -0.727 3.082 0.362
H -0.858 -0.848 1.724 0.442
H 0.654 -1.892 1.709 0.352
H -0.627 -1.781 -0.325 0.554
H 1.899 -0.041 1.133 0.350
H -1.626 1.880 -1.983 0.235
H -0.384 -0.994 -3.215 0.302
H 0.378 -2.471 -2.413 0.296
H -0.582 0.743 -2.685 0.152


#x
22
Properties=species:S:1:pos:R:3:mulliken_charge:R:1 method="wB97M-V/def2-TZVPD" e_lumo_ha=-0.098 gap_ev=9.343 multiplicity=1 charge=+1
C 0.872 2.550 0.728 0.360
C 0.242 -0.981 -1.001 0.516
C 0.635 3.274 1.975 -0.853
C 0.871 -2.292 -1.181 -1.616
C -1.352 -2.083 0.401 -1.546
C -0.760 -0.751 -0.134 0.660
N 1.161 2.013 -0.237 -0.115
N -1.260 0.551 0.175 -0.481
O 0.701 0.181 -1.830 -0.553
H 1.012 4.268 1.890 0.348
H -0.477 3.288 2.116 0.291
H 1.027 2.673 2.808 0.298
H 1.939 -2.193 -1.155 0.479
H 0.582 -2.726 -2.072 0.426
H 0.598 -2.901 -0.364 0.310
H -0.641 -2.704 0.956 0.313
H -2.240 -1.997 0.953 0.418
H -1.641 -2.673 -0.488 0.376
H 1.168 1.161 -1.102 0.479
H 1.260 -0.147 -2.601 0.350
H -2.132 0.432 0.743 0.277
H -1.566 1.058 -0.580 0.263


Most favorable first, least favorable last: #x, #w


#w
11
Properties=species:S:1:pos:R:3:mulliken_charge:R:1 method="wB97M-V/def2-TZVPD" e_lumo_ha=0.024 gap_ev=10.532 multiplicity=1 charge=0
C 0.018 -0.022 -0.277 0.295
C 1.243 0.436 -0.654 -0.138
C -1.301 -0.633 -0.824 -0.953
O 0.622 -0.812 2.321 -0.514
O 0.035 1.530 1.955 -0.529
O 1.921 0.720 0.466 -0.351
S 0.505 0.281 1.392 0.904
H 1.693 0.734 -1.573 0.394
H -2.112 0.041 -0.444 0.292
H -1.347 -1.623 -0.428 0.307
H -1.276 -0.652 -1.935 0.293


#x
11
Properties=species:S:1:pos:R:3:mulliken_charge:R:1 method="wB97M-V/def2-TZVPD" e_lumo_ha=0.003 gap_ev=8.984 multiplicity=1 charge=0
C 0.455 -1.407 0.066 0.204
C -0.105 -0.024 0.529 -0.763
C -0.197 1.062 -0.539 0.898
H 0.623 -0.690 -1.662 0.415
H -1.108 -0.199 0.989 0.353
H 0.489 0.250 1.400 0.384
H -0.957 2.049 0.980 0.355
O 0.738 -1.548 -1.216 -0.479
O -0.683 2.162 0.040 -0.497
O 0.118 1.025 -1.677 -0.582
S 0.626 -2.679 1.089 -0.288


Most favorable first, least favorable last: #x, #w


#w
13
Properties=species:S:1:pos:R:3:mulliken_charge:R:1 method="wB97M-V/def2-TZVPD" e_lumo_ha=-0.120 gap_ev=11.891 multiplicity=1 charge=+1
C -0.156 -0.050 -0.548 -0.177
C 1.258 -0.053 0.337 0.018
C -1.469 -0.478 0.097 -1.057
N 0.646 1.159 -0.195 -0.138
O 2.436 -0.419 -0.179 -0.499
H 0.106 -0.245 -1.570 0.443
H 1.164 -0.104 1.415 0.420
H -2.326 0.057 -0.296 0.356
H -1.321 -0.868 1.153 0.314
H -1.543 -1.511 -0.302 0.339
H 0.906 1.642 -1.022 0.291
H 0.367 1.909 0.401 0.311
H 2.802 -1.303 -0.068 0.379


#x
13
Properties=species:S:1:pos:R:3:mulliken_charge:R:1 method="wB97M-V/def2-TZVPD" e_lumo_ha=-0.203 gap_ev=9.617 multiplicity=1 charge=+1
C -1.253 0.243 0.684 0.117
C -2.236 0.901 1.271 -0.693
C 0.655 0.615 -0.740 0.223
N -0.443 1.031 -0.233 -0.067
H -0.826 -0.742 0.805 0.352
H -2.195 1.986 1.243 0.209
H -3.130 0.426 1.649 0.286
H 1.253 1.274 -1.352 0.299
H 0.913 -0.418 -0.519 -0.023
H -0.588 2.029 -0.094 0.301
H 3.358 -2.690 -0.683 0.324
H 1.893 -2.558 -1.255 0.321
O 2.599 -2.099 -0.776 -0.648


Most favorable first, least favorable last: #x, #w


#w
11
Properties=species:S:1:pos:R:3:mulliken_charge:R:1 method="wB97M-V/def2-TZVPD" e_lumo_ha=0.004 gap_ev=7.825 multiplicity=1 charge=0
C 2.134 -1.076 -0.101 -0.326
C 2.139 0.210 0.152 -0.201
C 0.875 -0.318 -0.274 0.118
C -1.818 0.802 0.016 -1.032
O -1.347 -1.835 -0.331 -0.628
P -0.696 -0.616 0.208 0.367
H 2.635 -1.977 0.104 0.379
H 2.716 1.215 0.387 0.287
H -2.273 0.893 -0.932 0.365
H -1.606 1.889 0.136 0.355
H -2.758 0.813 0.635 0.315


#x
11
Properties=species:S:1:pos:R:3:mulliken_charge:R:1 method="wB97M-V/def2-TZVPD" e_lumo_ha="-0.020 / -0.036" gap_ev="7.038 / 6.248" multiplicity=1 charge=0
C -0.629 -0.042 -1.247 -0.199
C -1.027 -0.973 -0.288 -0.400
C 0.664 0.148 -0.576 -0.181
C 0.247 -0.933 0.341 -0.655
O 0.314 2.296 1.748 -0.359
P 0.126 1.064 2.468 0.348
H -1.133 0.544 -2.112 0.319
H -1.954 -1.603 -0.154 0.367
H 1.565 0.009 -1.258 0.207
H 0.998 1.058 0.060 0.104
H 0.829 -1.568 1.019 0.448


#y
11
Properties=species:S:1:pos:R:3:mulliken_charge:R:1 method="wB97M-V/def2-TZVPD" e_lumo_ha="-0.006 / -0.002" gap_ev="8.123 / 8.295" multiplicity=1 charge=0
C -1.202 -0.558 0.032 -0.568
C -1.248 0.809 -0.690 0.379
C 0.212 -0.946 -0.063 -0.489
C 1.057 0.258 0.360 -0.887
O -1.141 1.997 -0.060 -0.311
P 0.297 1.602 -0.893 0.065
H -2.011 -1.226 0.176 0.408
H 0.504 -1.772 0.568 0.336
H 0.594 -0.907 -1.082 0.343
H 0.774 0.535 1.340 0.374
H 2.164 0.208 0.312 0.348


#z
11
Properties=species:S:1:pos:R:3:mulliken_charge:R:1 method="wB97M-V/def2-TZVPD" e_lumo_ha=-0.028 gap_ev=8.127 multiplicity=1 charge=0
C -0.244 1.270 0.056 -0.269
C -0.194 -0.095 0.651 -0.146
C 0.888 1.707 -0.473 -0.357
C -0.143 -1.220 -0.113 -0.645
O 1.322 4.574 -1.886 -0.425
P 0.491 3.658 -1.091 0.336
H -1.165 1.874 -0.140 0.305
H -0.107 -0.111 1.816 0.243
H -0.202 -1.030 -1.224 0.270
H -0.405 -2.165 0.329 0.315
H 1.883 1.244 -0.294 0.375


Most favorable first, least favorable last: #z, #w, #x, #y